1.
Formula: CH3ClOS2
Source: OMol25
Level of theory: ωB97M-V/def2-TZVPD

Last column: Mulliken charge in e.
Positions of all 8 atoms, in Å:
C (1.073, 0.036, 0.645)  -0.432
O (-1.043, -0.957, -1.382)  -0.401
S (1.808, -1.481, 1.203)  -0.107
S (-2.288, -0.404, -0.786)  0.481
Cl (-2.126, 1.611, -1.082)  -0.115
H (0.445, 0.494, 1.362)  0.343
H (0.405, -0.112, -0.122)  -0.067
H (1.725, 0.813, 0.162)  0.298

Summary:
ΔE to the lowest compared entry with this formula, charge and spin (kcal per mole): 0.0
Multiplicity: 3
Gap between HOMO and LUMO (alpha / beta) (eV): 8.9 / 6.8
<S²>: 2.007

---

2.
Formula: C5H6N
Source: OMol25
Level of theory: ωB97M-V/def2-TZVPD

Last column: Mulliken charge in e.
Positions of all 12 atoms, in Å:
C (-0.203, -1.151, -0.105)  -0.220
C (-1.428, -0.545, -0.135)  0.205
C (-0.116, 1.140, -0.077)  -0.191
C (-2.199, 0.428, 0.027)  -0.289
C (1.961, 0.202, 0.016)  -0.823
N (0.575, 0.032, -0.100)  0.275
H (-0.019, -2.220, -0.210)  0.431
H (-2.908, 0.745, -0.689)  0.302
H (-2.617, 0.747, 1.090)  0.285
H (2.517, -0.021, -0.979)  0.300
H (2.236, -0.557, 0.708)  0.368
H (2.201, 1.200, 0.454)  0.357

Summary:
ΔE to the lowest compared entry with this formula, charge and spin (kcal per mole): 126.2
Multiplicity: 3
Gap between HOMO and LUMO (alpha / beta) (eV): 6.7 / 7.3
<S²>: 2.022
Total charge: +1

---

3.
Formula: C4H12
Source: OMol25
Level of theory: ωB97M-V/def2-TZVPD

Last column: Mulliken charge in e.
Positions of all 16 atoms, in Å:
C (-2.060, -2.154, -1.367)  -0.890
C (-2.132, -0.545, -1.617)  -0.554
H (-2.917, -2.664, -0.919)  0.300
H (-1.435, -2.544, -2.241)  0.246
H (-1.296, -2.335, -0.755)  0.333
H (-3.202, -0.168, -1.246)  0.189
H (-1.326, -0.041, -0.937)  0.092
H (-1.979, -0.349, -2.649)  0.284
C (2.210, 1.667, 0.739)  -0.759
C (1.823, 1.094, 2.174)  -0.825
H (3.056, 1.155, 0.483)  0.290
H (1.571, 1.403, -0.137)  0.231
H (2.486, 2.738, 0.813)  0.250
H (2.660, 0.950, 2.780)  0.323
H (1.219, 1.763, 2.758)  0.281
H (1.322, 0.031, 2.121)  0.208

Summary:
ΔE to the lowest compared entry with this formula, charge and spin (kcal per mole): 39.8
SMILES string: CC.CC
Multiplicity: 1
Gap between HOMO and LUMO (eV): 12.4

---

4.
Formula: C44H46N3O3P2S3Ta
Source: OMol25
Level of theory: ωB97M-V/def2-TZVPD

Last column: Mulliken charge in e.
Positions of all 102 atoms, in Å:
Ta (-6.219, -14.471, -14.985)  1.310
C (-11.034, -11.978, -16.189)  -0.641
S (-11.207, -13.401, -15.055)  -0.106
C (-9.561, -13.916, -14.822)  0.379
S (-8.343, -13.324, -15.837)  -0.008
N (-9.409, -14.862, -13.986)  -1.864
N (-8.151, -15.480, -14.053)  1.404
C (-8.071, -16.679, -13.657)  -1.344
C (-6.804, -17.361, -13.702)  1.401
C (-6.775, -18.717, -13.357)  -1.266
C (-5.539, -19.374, -13.282)  -0.745
C (-4.370, -18.609, -13.441)  -1.054
C (-4.506, -17.257, -13.774)  -0.229
N (-5.704, -16.659, -13.955)  0.930
H (-12.043, -11.749, -16.511)  0.502
H (-10.417, -12.301, -17.054)  0.177
H (-10.594, -11.173, -15.660)  0.171
H (-8.938, -17.255, -13.302)  0.330
H (-7.684, -19.280, -13.211)  0.573
H (-5.476, -20.440, -13.026)  0.473
H (-3.356, -18.985, -13.360)  0.551
H (-3.603, -16.625, -13.848)  0.100
C (-9.324, -9.476, -12.260)  -0.937
C (-8.202, -8.870, -12.826)  -1.261
C (-7.317, -9.633, -13.552)  -0.556
C (-7.516, -11.018, -13.735)  1.598
C (-8.603, -11.642, -13.122)  -0.141
C (-9.504, -10.829, -12.419)  -0.668
P (-6.171, -11.842, -14.624)  1.280
C (-4.583, -11.286, -13.956)  1.160
C (-3.425, -11.466, -14.776)  -0.915
C (-2.188, -11.083, -14.215)  -0.871
C (-2.161, -10.524, -12.966)  -0.848
C (-3.320, -10.322, -12.223)  -0.448
C (-4.527, -10.683, -12.715)  -0.954
C (-6.242, -11.127, -16.293)  0.744
C (-6.338, -9.791, -16.557)  -0.714
C (-6.056, -9.353, -17.862)  -1.226
C (-5.810, -10.248, -18.865)  -0.916
C (-5.814, -11.617, -18.584)  1.263
C (-5.498, -12.512, -19.637)  -1.067
C (-5.299, -13.843, -19.317)  -1.204
C (-5.461, -14.310, -18.011)  -0.408
C (-5.752, -13.490, -16.941)  0.675
C (-5.933, -12.085, -17.292)  0.089
H (-10.085, -8.891, -11.751)  0.462
H (-7.917, -7.840, -12.710)  0.514
H (-6.409, -9.124, -13.937)  0.492
H (-8.735, -12.712, -13.111)  -0.301
H (-10.393, -11.321, -11.974)  0.506
H (-3.525, -11.924, -15.752)  0.637
H (-1.273, -11.304, -14.733)  0.494
H (-1.208, -10.348, -12.515)  0.419
H (-3.233, -9.859, -11.248)  0.446
H (-5.445, -10.541, -12.160)  0.662
H (-6.506, -9.047, -15.810)  0.360
H (-5.904, -8.336, -18.083)  0.489
H (-5.648, -9.915, -19.874)  0.489
H (-5.376, -12.159, -20.653)  0.466
H (-5.035, -14.547, -20.087)  0.491
H (-5.207, -15.345, -17.881)  0.791
C (-2.168, -15.155, -15.173)  -1.616
C (-3.689, -14.979, -15.223)  1.004
O (-4.251, -14.104, -14.443)  -1.115
O (-4.484, -15.654, -15.916)  -0.681
H (-1.764, -14.388, -15.756)  0.512
H (-1.946, -16.153, -15.527)  0.445
H (-1.823, -14.975, -14.172)  0.346
O (-7.054, -16.121, -16.357)  -0.608
S (-7.968, -15.942, -17.598)  0.656
C (-7.886, -17.571, -18.426)  -0.892
C (-9.161, -18.403, -18.242)  -0.652
C (-9.847, -17.836, -17.005)  -0.576
C (-9.672, -16.366, -17.066)  -0.211
H (-6.989, -17.985, -17.970)  0.303
H (-7.652, -17.329, -19.467)  0.531
H (-8.837, -19.470, -18.206)  0.340
H (-9.830, -18.280, -19.107)  0.313
H (-9.328, -18.199, -16.118)  0.026
H (-10.884, -18.132, -16.969)  0.549
H (-9.859, -15.872, -16.135)  -0.140
H (-10.296, -15.891, -17.855)  0.643
C (-6.746, -15.771, -11.082)  -1.664
P (-6.225, -14.220, -11.911)  2.087
C (-4.462, -14.238, -11.444)  -1.319
C (-6.925, -13.056, -10.640)  0.820
C (-6.038, -12.164, -10.038)  -0.688
C (-6.460, -11.340, -9.004)  -0.812
C (-7.790, -11.376, -8.613)  -0.792
C (-8.672, -12.277, -9.201)  -0.534
C (-8.256, -13.128, -10.194)  -0.817
H (-7.792, -16.030, -11.125)  0.412
H (-6.550, -15.675, -9.986)  0.589
H (-6.072, -16.616, -11.428)  0.414
H (-4.427, -14.471, -10.367)  0.659
H (-3.917, -13.306, -11.643)  0.181
H (-4.029, -15.035, -12.053)  0.141
H (-5.035, -11.994, -10.387)  0.292
H (-5.720, -10.714, -8.546)  0.514
H (-8.105, -10.836, -7.763)  0.496
H (-9.731, -12.287, -8.944)  0.447
H (-8.956, -13.828, -10.633)  0.260

Summary:
ΔE to the lowest compared entry with this formula, charge and spin (kcal per mole): 18.9
Multiplicity: 1
Gap between HOMO and LUMO (eV): 6.4
Total charge: +2

---

5.
Formula: C7H20O3
Source: OMol25
Level of theory: ωB97M-V/def2-TZVPD

Last column: Mulliken charge in e.
Positions of all 30 atoms, in Å:
C (0.109, 0.689, -2.788)  -1.935
C (0.625, -0.074, -1.763)  0.798
C (1.552, -1.175, -2.065)  -0.990
C (0.070, -0.050, -0.377)  0.385
C (0.665, 1.060, 0.491)  -0.776
C (-0.460, 1.999, 1.003)  -0.342
C (-1.349, 2.409, -0.145)  -1.522
H (0.361, 0.568, -3.793)  0.364
H (-0.541, 1.389, -2.896)  0.474
H (1.794, -1.309, -3.154)  0.386
H (0.978, -2.038, -1.664)  0.101
H (2.400, -0.968, -1.384)  0.307
H (-1.118, 0.206, -0.486)  0.135
H (0.332, -0.914, 0.232)  0.037
H (1.414, 1.481, -0.025)  0.623
H (1.063, 0.589, 1.474)  0.068
H (-0.139, 2.941, 1.308)  0.375
H (-0.971, 1.448, 1.932)  0.296
H (-1.999, 3.311, 0.014)  0.376
H (-0.635, 2.616, -0.897)  0.286
H (-2.040, 1.719, -0.458)  0.554
O (-0.983, -1.858, 1.903)  -0.558
H (-1.492, -2.551, 2.364)  0.273
H (-0.621, -2.188, 1.154)  0.368
O (-0.162, 0.204, 3.854)  -0.632
H (0.047, 1.162, 3.890)  0.316
H (0.487, -0.105, 3.251)  0.341
O (0.127, -3.256, -0.175)  -0.595
H (-0.494, -3.756, -0.575)  0.226
H (0.980, -3.551, -0.231)  0.260

Summary:
ΔE to the lowest compared entry with this formula, charge and spin (kcal per mole): 77.6
SMILES string: C=C(C)CCCC.O.O.O
Multiplicity: 1
Gap between HOMO and LUMO (eV): 9.1

---

6.
Formula: C15H48B2ClHfO15S5
Source: OMol25
Level of theory: ωB97M-V/def2-TZVPD

Last column: Mulliken charge in e.
Positions of all 87 atoms, in Å:
Hf (-31.826, -12.947, -3.133)  0.647
B (-33.860, -14.066, -3.741)  0.266
H (-33.454, -14.581, -2.884)  -0.601
H (-34.736, -14.461, -4.234)  -0.275
H (-34.060, -13.099, -3.306)  0.102
H (-33.080, -14.015, -4.485)  -0.120
B (-29.668, -13.145, -1.995)  1.946
H (-28.679, -12.976, -1.597)  -0.266
H (-30.013, -14.143, -1.771)  -0.612
H (-30.407, -12.519, -1.521)  -0.042
H (-29.737, -12.961, -3.056)  -0.797
Cl (-33.201, -11.023, -1.633)  -0.578
O (-29.226, -15.115, -6.109)  -0.676
S (-29.721, -13.762, -6.235)  0.888
O (-30.696, -13.327, -5.210)  -0.265
O (-28.467, -12.727, -6.224)  -0.032
C (-27.122, -13.267, -6.039)  -0.169
C (-26.086, -12.292, -6.443)  -1.309
C (-30.254, -13.296, -7.946)  -0.781
H (-26.954, -14.156, -6.647)  0.391
H (-26.888, -13.545, -5.012)  0.277
H (-25.104, -12.724, -6.251)  0.392
H (-26.234, -11.357, -5.903)  0.255
H (-26.146, -12.070, -7.509)  0.330
H (-29.479, -13.102, -8.688)  0.358
H (-30.691, -12.305, -7.827)  0.111
H (-30.991, -13.977, -8.373)  0.361
O (-33.902, -15.897, -0.365)  -0.708
S (-33.212, -14.705, -0.038)  1.323
O (-32.395, -13.983, -1.071)  -0.639
O (-34.331, -13.697, 0.511)  -0.134
C (-35.716, -14.103, 0.669)  -0.121
C (-36.366, -13.667, 1.960)  -1.213
C (-32.313, -14.991, 1.388)  -1.022
H (-35.810, -15.189, 0.653)  0.290
H (-36.255, -13.719, -0.197)  0.295
H (-35.693, -13.793, 2.808)  0.294
H (-37.271, -14.255, 2.108)  0.369
H (-36.673, -12.621, 1.995)  0.304
H (-33.054, -15.232, 2.149)  0.387
H (-31.712, -14.136, 1.697)  0.314
H (-31.754, -15.888, 1.122)  0.269
O (-31.101, -17.026, -1.501)  -0.644
S (-31.140, -16.738, -2.906)  0.586
O (-31.118, -15.354, -3.444)  -0.256
O (-29.910, -17.565, -3.637)  -0.096
C (-29.531, -18.778, -3.052)  -0.316
C (-28.891, -19.713, -4.020)  -1.302
C (-32.458, -17.708, -3.709)  -0.949
H (-30.320, -19.229, -2.451)  0.415
H (-28.833, -18.569, -2.242)  0.307
H (-29.584, -19.980, -4.818)  0.302
H (-28.595, -20.605, -3.469)  0.371
H (-28.122, -19.179, -4.578)  0.311
H (-32.384, -18.731, -3.341)  0.394
H (-32.279, -17.605, -4.780)  0.306
H (-33.445, -17.286, -3.519)  0.358
O (-30.616, -10.898, -3.602)  -0.383
S (-29.734, -9.878, -4.107)  0.849
O (-28.282, -10.140, -4.192)  -0.650
O (-30.298, -9.638, -5.596)  0.149
C (-29.658, -8.786, -6.542)  -0.309
C (-30.793, -8.420, -7.507)  -0.866
C (-29.942, -8.208, -3.322)  -1.188
H (-28.917, -9.165, -7.247)  0.186
H (-29.207, -7.855, -6.198)  0.340
H (-30.456, -7.890, -8.399)  0.468
H (-31.620, -7.874, -7.053)  0.008
H (-31.294, -9.352, -7.768)  0.150
H (-29.299, -7.446, -3.764)  0.413
H (-29.733, -8.241, -2.252)  0.444
H (-31.013, -8.007, -3.337)  0.335
O (-33.301, -11.007, -7.304)  -0.731
S (-33.652, -10.898, -5.835)  1.100
O (-32.760, -11.536, -4.845)  0.046
O (-33.858, -9.275, -5.478)  -0.135
C (-34.528, -8.536, -6.481)  -0.251
C (-34.508, -7.100, -5.904)  -1.382
C (-35.428, -11.463, -5.562)  -1.125
H (-35.564, -8.866, -6.551)  0.337
H (-34.023, -8.668, -7.438)  0.388
H (-35.031, -6.401, -6.557)  0.444
H (-33.472, -6.774, -5.817)  0.262
H (-35.203, -6.966, -5.075)  0.371
H (-35.484, -12.529, -5.783)  0.371
H (-36.020, -10.845, -6.237)  0.492
H (-35.607, -11.264, -4.505)  0.275

Summary:
Multiplicity: 2
Gap between HOMO and LUMO (alpha / beta) (eV): 3.8 / 8.1
<S²>: 0.752

---

| no. | strongest force on any atom (eV Å⁻¹) |
| --- | --- |
| 1 | 2.68 |
| 2 | 5.47 |
| 3 | 4.57 |
| 4 | 2.56 |
| 5 | 6.87 |
| 6 | 4.55 |